[1]
{"formula": "C8H24AlO28S5Y2", "method": "ωB97M-V/def2-TZVPD", "charge": -1, "energy_ev": -128878.5128, "e_lumo_ev": -3.20, "largest_force_ha_per_bohr": 0.084, "elements": ["Y", "Y", "S", "S", "S", "S", "S", "Al", "O", "O", "O", "O", "O", "O", "O", "O", "O", "O", "O", "O", "O", "O", "O", "O", "O", "O", "O", "O", "O", "O", "O", "O", "O", "O", "O", "O", "C", "C", "C", "C", "C", "C", "C", "C", "H", "H", "H", "H", "H", "H", "H", "H", "H", "H", "H", "H", "H", "H", "H", "H", "H", "H", "H", "H", "H", "H", "H", "H"], "xyz": [[-3.32171, -2.44123, -0.70124], [1.15406, -1.52115, -3.13625], [-3.09629, -3.98682, 1.80468], [-0.79288, -3.97234, -1.40518], [-0.57398, 0.01586, -0.38994], [-2.27640, -0.46567, -3.51501], [3.50485, -2.19514, -0.38704], [-2.66655, 2.98787, -1.33234], [4.58388, -1.24290, -0.15813], [-0.28273, -5.33049, -1.35567], [-2.93138, -0.26727, -4.81573], [-2.73057, -2.53395, 1.56851], [-0.73574, 1.47473, -0.25894], [4.11704, -3.48310, -0.79907], [-0.81945, -3.43855, -0.04470], [0.33489, -0.27508, -1.52907], [2.43537, 0.54390, -3.38122], [1.12745, 2.54567, 1.95007], [3.26058, -1.89965, -4.49692], [1.95516, 2.08408, -0.99738], [-3.71271, -4.24509, 0.48809], [0.03333, -0.57034, 0.78536], [-0.82399, -0.26604, 3.23280], [-0.66963, 4.16822, 0.55247], [-1.81528, -4.63943, 2.00883], [-0.86814, -0.87664, -3.81121], [-1.87856, -0.70835, -0.49848], [-2.19743, -3.92263, -1.81612], [-2.22014, 0.77366, -2.71590], [-1.74195, -2.37096, 4.97745], [-3.24707, 3.43211, 1.62437], [-2.91430, -1.50020, -2.72179], [2.66580, -1.75615, -1.50643], [-3.93211, -4.16727, 2.96787], [0.15123, -3.06092, -2.05755], [2.72516, -2.35314, 0.83041], [-1.98958, -1.00086, 5.18566], [2.73460, 1.78216, 0.14093], [-2.27612, 4.21210, 2.35589], [3.70434, 0.29050, -4.02721], [3.67731, -0.69546, -5.09897], [2.40023, 2.67807, 1.32451], [-2.06635, -0.13809, 3.88801], [-1.35832, 5.02735, 1.45441], [3.17168, 2.69987, 2.10979], [0.79698, 1.64382, 1.80066], [-1.77856, 5.95341, 1.05805], [-1.66534, 3.54569, 2.96525], [-2.98421, -0.79053, 5.60383], [-2.28147, 0.90449, 4.15041], [-0.06401, 3.59022, 1.06468], [4.68411, -0.86285, -5.49056], [-2.90012, -0.54876, 3.30859], [-2.55672, -2.78773, 4.66894], [3.99418, 1.20923, -4.55636], [2.73576, 0.99701, -2.56554], [2.49806, 3.75273, 1.11270], [-0.47328, 5.41696, 1.97882], [1.04244, 1.78387, -0.86292], [3.08818, -0.36819, -5.96373], [-2.91756, 4.89759, 2.91828], [4.51302, 0.05440, -3.33340], [2.72211, 0.73473, 0.45859], [-1.14099, -0.73768, 5.81551], [3.79554, 1.97496, -0.03960], [3.73619, -2.62979, -4.90274], [-0.81645, -0.14359, 2.24865], [-3.82549, 3.01882, 2.26928]], "lowdin_charge": [1.72, 1.66, 0.30, 0.33, 0.35, 0.30, 0.27, 1.04, -0.25, -0.21, -0.34, -0.39, -0.41, -0.23, -0.21, -0.42, -0.11, -0.08, -0.10, -0.07, -0.44, -0.27, -0.08, -0.18, -0.17, -0.46, -0.44, -0.39, -0.50, -0.05, -0.16, -0.44, -0.44, -0.26, -0.38, -0.14, -0.25, -0.22, -0.21, -0.22, -0.24, -0.22, -0.26, -0.24, 0.12, 0.08, 0.12, 0.12, 0.11, 0.09, 0.05, 0.14, 0.10, 0.07, 0.14, 0.10, 0.12, 0.12, 0.04, 0.14, 0.12, 0.15, 0.12, 0.12, 0.12, 0.13, 0.04, 0.08]}

=====

[2]
{"formula": "C8H24AlO4S4", "method": "ωB97M-V/def2-TZVPD", "charge": 2, "energy_ev": -66792.1186, "e_lumo_ev": [-5.78, -10.14], "spin_multiplicity": 2, "s_squared": 0.757, "largest_force_ha_per_bohr": 0.056, "elements": ["S", "S", "S", "S", "Al", "O", "O", "O", "O", "C", "C", "C", "C", "C", "C", "C", "C", "H", "H", "H", "H", "H", "H", "H", "H", "H", "H", "H", "H", "H", "H", "H", "H", "H", "H", "H", "H", "H", "H", "H", "H"], "xyz": [[1.69704, -1.88335, -2.30840], [-1.26338, 1.68464, -2.76056], [1.47941, -3.03078, 2.77434], [-3.42016, 2.58344, 0.72388], [-1.61184, -1.35366, 0.36395], [0.26437, -1.80967, -1.73685], [-2.86567, 1.21639, 0.37377], [-1.36967, 0.61868, -1.65426], [0.75223, -2.65954, 1.52516], [0.19821, -3.86549, 3.89239], [1.63109, -1.43096, 3.80528], [-1.63704, 1.06161, -4.47763], [0.40204, 2.35207, -2.97410], [-3.03638, 2.88311, 2.54996], [2.88113, -0.59529, -1.66187], [-1.93901, 3.54020, 0.19364], [2.48877, -3.21716, -1.28717], [0.72860, 2.91970, -2.10275], [3.46730, -3.48309, -1.68697], [-2.67211, 0.74234, -4.59932], [-2.05739, 3.89876, -0.82886], [-3.30856, 3.90850, 2.80014], [2.71064, 0.45494, -1.89861], [-3.81497, 2.44597, 3.17510], [-1.72820, 4.44610, 0.76198], [-1.41925, 1.86579, -5.18046], [-0.92018, 0.26617, -4.68128], [2.76310, -0.68119, -0.58169], [2.72427, -3.01512, -0.24227], [-1.02163, 2.96574, 0.32217], [0.21428, -4.92608, 3.64141], [0.49938, -3.67811, 4.92306], [-1.99855, 2.60448, 2.73262], [1.74999, -4.00613, -1.14634], [3.89720, -0.84577, -1.96678], [-0.78248, -3.39219, 3.84382], [2.32056, -1.57766, 4.63666], [0.67715, -1.15265, 4.25323], [1.02826, 1.48499, -3.18413], [1.99282, -0.50297, 3.36247], [0.29863, 3.16328, -3.69476]], "mulliken_spin": [0.00, 0.24, 0.00, 0.00, 0.00, 0.02, 0.03, 0.58, 0.00, 0.00, 0.00, 0.05, 0.04, 0.00, 0.00, 0.01, 0.00, 0.00, 0.00, 0.00, 0.00, 0.00, 0.00, 0.00, 0.00, 0.00, 0.01, 0.00, 0.00, 0.00, 0.00, 0.00, 0.00, 0.00, 0.00, 0.00, 0.00, 0.00, 0.01, 0.00, -0.01]}

=====

[3]
{"formula": "C8H24BaN3O13", "method": "ωB97M-V/def2-TZVPD", "relative_energy_ev": 2.238, "charge": -1, "energy_ev": -40459.2005, "e_lumo_ev": 1.18, "largest_force_ha_per_bohr": 0.126, "elements": ["Ba", "O", "O", "O", "O", "O", "O", "O", "O", "O", "O", "O", "O", "O", "N", "N", "N", "C", "C", "C", "C", "C", "C", "C", "C", "H", "H", "H", "H", "H", "H", "H", "H", "H", "H", "H", "H", "H", "H", "H", "H", "H", "H", "H", "H", "H", "H", "H", "H"], "xyz": [[-0.54288, -0.37991, 1.06675], [-1.65411, -0.44607, -1.39717], [-4.64366, -2.45342, 0.74238], [1.79831, 0.98201, 1.66137], [-3.53666, -4.14117, 1.31892], [-2.05881, 1.34613, 2.84294], [-3.72522, -0.18867, -1.77311], [-2.57698, -2.25244, 1.19433], [-3.58935, 0.62978, 1.53741], [-4.07691, 1.40013, 3.39550], [1.54987, -0.43586, -0.93149], [-0.70735, 2.18852, 0.26731], [0.48585, -2.87813, 0.40359], [-2.31443, -0.11502, -3.33293], [-3.24202, 1.21176, 2.54472], [-2.55904, -0.22379, -2.14025], [-3.58120, -2.91523, 1.16401], [1.91311, 3.34758, 2.44142], [1.49968, 1.89674, 2.70607], [-1.55342, 3.51068, -1.49409], [3.52864, -0.37534, -2.37994], [2.94922, -0.46738, -0.97209], [0.68084, -4.51320, -1.25658], [-0.26285, -3.76630, -0.36391], [-0.41944, 2.63123, -0.98622], [-1.18841, 4.00420, -2.39481], [-0.13912, 1.82207, -1.66061], [1.85599, 1.59663, 3.69149], [-0.72858, 2.90623, 0.90454], [-2.38449, 2.88321, -1.81611], [-1.00053, -3.15766, -0.88686], [0.48125, 3.23368, -0.86830], [1.27375, -3.81800, -1.85093], [0.13277, -5.22579, -1.87297], [-0.74036, -4.46064, 0.32745], [0.41335, 1.93386, 2.78741], [1.41462, 3.63879, 1.51686], [3.37201, 0.42611, -0.51273], [1.40172, -5.10564, -0.69317], [4.60453, -0.21678, -2.45363], [3.36025, -1.30908, -0.41468], [2.74830, 0.86342, 1.73254], [3.03990, 0.44426, -2.90672], [2.99977, 3.33471, 2.35721], [-1.83363, 4.29075, -0.78622], [3.34360, -1.30151, -2.92404], [1.27718, -1.05767, -1.61016], [1.67276, 3.98110, 3.29521], [1.26217, -3.29888, 0.78028]], "lowdin_charge": [2.10, -0.21, -0.01, -0.22, -0.07, -0.20, 0.02, -0.21, -0.02, -0.01, -0.17, -0.24, -0.24, -0.05, -0.69, -0.69, -0.66, -0.06, -0.33, -0.05, -0.07, -0.33, -0.08, -0.32, -0.35, 0.07, 0.11, 0.12, 0.09, 0.09, 0.12, 0.10, 0.07, 0.08, 0.12, 0.07, 0.07, 0.10, 0.07, 0.08, 0.11, 0.09, 0.09, 0.07, 0.08, 0.07, 0.09, 0.09, 0.09]}

=====

[4]
{"formula": "C8H24BiClI2P2S", "method": "ωB97M-V/def2-TZVPD", "relative_energy_ev": 0.264, "charge": 2, "energy_ev": -72646.4374, "e_lumo_ev": [-10.17, -10.26], "largest_force_ha_per_bohr": 0.041, "elements": ["Bi", "I", "I", "Cl", "S", "P", "P", "C", "C", "C", "C", "C", "C", "C", "C", "H", "H", "H", "H", "H", "H", "H", "H", "H", "H", "H", "H", "H", "H", "H", "H", "H", "H", "H", "H", "H", "H", "H", "H"], "xyz": [[0.13410, -1.25415, -1.54626], [1.33368, -1.91722, -4.02374], [1.96843, 1.22223, -1.59626], [-1.63845, -1.88768, 0.41245], [0.32296, 1.68117, 1.10555], [1.88418, -1.98115, 0.50691], [-1.83086, 0.71769, -1.95175], [1.61003, -3.78202, 0.53176], [-3.19022, -0.29382, -2.62163], [1.47684, -1.61429, 2.24807], [-0.63720, 1.46332, 2.59278], [3.70495, -1.86298, 0.55222], [1.17041, 3.18047, 1.58431], [-2.71653, 1.43941, -0.52417], [-1.80879, 2.14562, -3.08460], [4.08094, -2.54967, 1.33498], [4.09847, -2.14158, -0.43391], [0.07890, 1.36390, 3.42804], [1.88209, 3.49116, 0.80095], [-3.47184, -1.03091, -1.85813], [1.85801, -4.20799, -0.45036], [-2.84745, 2.49153, -3.23990], [2.28336, -4.17064, 1.31368], [1.71809, -0.56395, 2.43282], [-2.86047, -0.78741, -3.54654], [0.42696, 3.96035, 1.78458], [1.68636, 2.98800, 2.52987], [-2.06879, 2.19782, -0.07281], [-3.64715, 1.89375, -0.88011], [-4.01424, 0.41073, -2.82154], [3.98379, -0.82965, 0.80308], [2.07964, -2.26187, 2.89295], [0.40947, -1.80822, 2.38166], [0.55744, -3.96169, 0.78599], [-2.91964, 0.62426, 0.17577], [-1.20270, 0.52507, 2.43617], [-1.21892, 2.94974, -2.62402], [-1.31772, 2.32993, 2.67483], [-1.35810, 1.83074, -4.03369]], "lowdin_charge": [0.54, 0.22, 0.33, -0.12, 0.65, 0.62, 0.63, -0.26, -0.26, -0.25, -0.34, -0.23, -0.35, -0.26, -0.23, 0.08, 0.06, 0.07, 0.04, 0.04, 0.06, 0.08, 0.07, 0.03, 0.06, 0.07, 0.06, 0.01, 0.08, 0.07, 0.05, 0.08, 0.02, 0.04, 0.02, 0.03, 0.05, 0.08, 0.06]}

=====

> Which value of charge does entry 4 give?

+2

=====

> Look up the charge of the first one.

-1

=====

What did the fourth record say?
{"formula": "C8H24BiClI2P2S", "method": "ωB97M-V/def2-TZVPD", "relative_energy_ev": 0.264, "charge": 2, "energy_ev": -72646.4374, "e_lumo_ev": [-10.17, -10.26], "largest_force_ha_per_bohr": 0.041, "elements": ["Bi", "I", "I", "Cl", "S", "P", "P", "C", "C", "C", "C", "C", "C", "C", "C", "H", "H", "H", "H", "H", "H", "H", "H", "H", "H", "H", "H", "H", "H", "H", "H", "H", "H", "H", "H", "H", "H", "H", "H"], "xyz": [[0.13410, -1.25415, -1.54626], [1.33368, -1.91722, -4.02374], [1.96843, 1.22223, -1.59626], [-1.63845, -1.88768, 0.41245], [0.32296, 1.68117, 1.10555], [1.88418, -1.98115, 0.50691], [-1.83086, 0.71769, -1.95175], [1.61003, -3.78202, 0.53176], [-3.19022, -0.29382, -2.62163], [1.47684, -1.61429, 2.24807], [-0.63720, 1.46332, 2.59278], [3.70495, -1.86298, 0.55222], [1.17041, 3.18047, 1.58431], [-2.71653, 1.43941, -0.52417], [-1.80879, 2.14562, -3.08460], [4.08094, -2.54967, 1.33498], [4.09847, -2.14158, -0.43391], [0.07890, 1.36390, 3.42804], [1.88209, 3.49116, 0.80095], [-3.47184, -1.03091, -1.85813], [1.85801, -4.20799, -0.45036], [-2.84745, 2.49153, -3.23990], [2.28336, -4.17064, 1.31368], [1.71809, -0.56395, 2.43282], [-2.86047, -0.78741, -3.54654], [0.42696, 3.96035, 1.78458], [1.68636, 2.98800, 2.52987], [-2.06879, 2.19782, -0.07281], [-3.64715, 1.89375, -0.88011], [-4.01424, 0.41073, -2.82154], [3.98379, -0.82965, 0.80308], [2.07964, -2.26187, 2.89295], [0.40947, -1.80822, 2.38166], [0.55744, -3.96169, 0.78599], [-2.91964, 0.62426, 0.17577], [-1.20270, 0.52507, 2.43617], [-1.21892, 2.94974, -2.62402], [-1.31772, 2.32993, 2.67483], [-1.35810, 1.83074, -4.03369]], "lowdin_charge": [0.54, 0.22, 0.33, -0.12, 0.65, 0.62, 0.63, -0.26, -0.26, -0.25, -0.34, -0.23, -0.35, -0.26, -0.23, 0.08, 0.06, 0.07, 0.04, 0.04, 0.06, 0.08, 0.07, 0.03, 0.06, 0.07, 0.06, 0.01, 0.08, 0.07, 0.05, 0.08, 0.02, 0.04, 0.02, 0.03, 0.05, 0.08, 0.06]}

=====

> Which formula does entry 2 have?

C8H24AlO4S4